Below is a cluster of 14 separate species, C78H185N11O14 in total, with properties calculated with ωB97M-V/def2-TZVPD.

Geometry as ORCA input:
```
! wB97M-V def2-TZVPD RIJCOSX def2/J DEFGRID3
* xyz 0 1
C 0.55858 7.03247 0.41783
H 1.33289 -3.55921 3.56026
O -2.47147 -6.35037 1.15791
H -3.07362 -3.17835 0.43127
C -5.01206 -3.71364 -1.44048
H 4.04863 2.03826 4.07748
C 3.78743 2.37277 -3.09659
H -3.09742 6.26289 2.58238
N -0.79687 6.83466 1.03558
H 2.54987 -3.40332 -4.45915
H -3.73195 -0.01880 5.29266
N 5.31713 0.13418 2.51755
H -3.12959 7.97091 3.15691
H -6.18690 3.74320 -4.93632
H 4.12194 -0.13644 -0.05625
H -3.70624 5.53866 -0.16349
H -0.40473 -2.36007 -0.25532
H -1.72588 9.32192 1.28115
H -6.11825 1.97071 -4.73406
O -0.93493 0.32973 -0.51814
H -2.95274 2.23874 5.61151
H 1.92935 -1.34683 -0.85978
H -3.35695 -9.47655 -1.65401
H -5.24836 3.75656 -0.11237
N -1.23185 -1.13640 7.94316
C 5.55854 -2.29382 2.13596
H -2.58498 -6.64986 3.15447
O -3.63984 -0.21396 -1.38077
H 0.65369 -7.26778 0.55345
H 0.45653 6.84317 3.40471
C -5.00528 -2.94360 4.78919
C 3.51224 -1.27512 -3.59530
H -0.68001 3.14291 5.01372
H 0.38973 3.24372 1.79158
H 2.05540 -3.80268 1.21443
H 4.90619 -1.41955 4.84461
C 0.96594 -6.36545 0.02807
H 4.25687 -1.98724 -3.90383
C -4.10420 3.87456 1.81934
C 3.29879 3.36004 -0.73100
H -5.87210 -4.20580 -0.95579
H 5.54605 6.95739 -3.36133
C -6.01928 -1.60206 -0.53335
H -3.41693 -8.16869 1.52562
C -2.78393 -8.03083 -0.51809
O 4.63825 -6.31384 0.82789
C 2.57232 -4.37595 0.44370
H 5.71093 -7.76930 -1.20720
C 4.19288 -5.65727 -1.81879
H 3.05874 0.89442 4.94884
H -5.50574 -0.47565 -4.58625
H 0.63321 10.37027 1.56008
H 4.61721 2.05074 -3.75945
O -4.65391 2.81403 2.54154
H 2.08722 -3.94618 -0.43013
H -4.08095 2.00688 -1.15116
H 7.24622 0.08088 0.31268
C -0.86592 2.59315 4.11739
C -0.37465 1.74945 -3.65647
H -2.20569 -6.19068 -1.28794
C -4.13678 -1.50720 -3.27574
C -0.54414 4.21195 -3.47588
H 5.31411 -1.24385 -0.61615
C 2.33226 -7.43649 -1.83325
H 5.87024 2.80288 -0.38888
H 0.61083 -2.01071 7.96777
H -3.72627 -9.73271 -0.04132
H 7.67923 -0.45438 1.93027
H 2.61511 4.13790 -0.97000
H 6.69384 5.00178 -5.10119
H 4.81252 0.86724 5.09935
H 3.00663 2.80318 -3.76848
H -2.37871 -4.98223 2.67061
H 3.52071 -1.45630 -2.47136
C 3.65136 -6.95861 -1.20047
C -0.14832 -1.83794 5.90623
C -4.22726 -1.61920 4.39135
C -0.88720 -3.46401 7.67952
H -5.96266 -0.57602 -0.18104
H -2.72275 2.18535 -0.12216
H -2.63467 3.18598 -6.00307
H -6.38202 2.39090 3.56727
H 2.62734 6.78925 0.48344
H -3.53254 2.02668 4.09556
H 2.10353 -7.20528 2.52131
H -6.30790 3.99390 2.95452
H 4.97265 -5.23744 -1.20392
C 5.99142 4.88786 -3.00551
H -0.18312 8.86926 -0.37913
H -5.49594 -1.16229 2.70225
H 3.90275 -0.25958 -3.70745
H 1.98630 2.70070 2.49091
C -1.65898 0.44995 3.09915
H 1.14173 4.15129 3.18853
H 4.68006 -8.47610 -2.45586
C 0.40790 9.31641 1.60114
H -4.10150 -4.32606 -1.33725
N -0.26276 2.82507 -1.42865
O 5.19148 1.35900 1.89210
H -0.48290 -3.27750 3.76094
C 5.54488 2.44792 -1.37460
N -3.01680 1.61489 4.82727
C -2.81588 7.32500 2.35669
O 0.31926 2.17339 3.50417
C -0.88542 2.86558 -2.79894
C 0.20554 -0.33122 -0.03354
H -5.81578 -0.25197 4.15276
H -3.66121 2.23089 -4.05899
C -2.88802 -5.91970 2.41241
H -0.76812 7.79736 4.30246
H 4.68451 -5.84399 -2.79868
H -1.70840 -3.82211 6.96138
H -3.46913 -3.51243 -3.77235
C -0.20073 -1.61306 0.53327
C 1.08735 -6.59058 -1.46233
H 4.95738 4.99238 -4.89785
C -6.06046 2.97473 2.69541
H 6.46980 -2.30731 2.72723
H 0.51349 -1.92203 3.41231
H 0.69789 1.80916 -3.67777
C 1.78122 -2.73837 -4.05597
H -1.09953 -1.88918 5.42179
C 6.30539 6.35281 -2.87469
H 3.01798 0.69540 1.45376
C -3.87733 -2.43862 0.46351
H 3.43627 -4.92591 -1.97071
H 1.73357 -3.06026 -3.00318
H 3.35070 1.55827 -2.50016
H -1.25025 9.54113 2.94553
H -2.16031 -1.29222 7.56192
H -3.94466 -5.72718 2.48234
C 0.62907 8.57039 0.29275
H -0.78967 5.17039 -3.03692
H -1.49746 3.22370 3.45365
H -0.26648 -4.50445 -3.85156
N 3.43920 -6.80745 0.21866
H -1.12654 -1.50772 1.08410
H -3.35124 4.47785 -1.30326
H -5.18668 -3.58177 3.90804
C 5.58665 -0.89361 1.50791
H -0.05845 -2.03431 -4.50909
H -5.99964 -2.69813 5.24275
H -6.57916 2.59114 1.78981
H 1.70793 0.33818 -1.40392
H 1.23670 -5.59011 -1.94772
O -3.78284 -0.96404 5.53887
H 1.50348 -1.59000 -6.23391
C -5.35010 -0.65135 -3.53302
H -0.96463 -0.17985 7.89368
H 2.08127 -8.47510 -1.62306
C 0.52361 6.35728 -0.94877
H -6.48304 -2.12503 0.27724
H 4.38440 -3.55760 3.45464
H -0.95782 -0.15529 -5.45445
H -3.38496 7.54589 1.41488
H 0.61441 0.33162 0.80128
H -4.37320 -3.54866 5.44660
H -4.64798 -2.84400 1.15487
H 3.14502 -1.42166 4.56708
H -3.95528 2.11216 -6.50644
H -4.21768 1.50214 0.56925
H -5.18836 0.40207 -3.21668
C -3.81548 2.23151 -0.13456
O -3.67985 4.24065 -3.86929
C -0.35633 -2.10755 7.39067
H -0.89162 1.08234 -6.82087
H 2.43809 -7.28603 -2.92722
C -5.43072 -3.73963 -2.92870
C -4.23500 3.63122 0.28654
C -2.96905 -1.01988 -4.00760
H 6.41645 6.65870 -1.87061
C -0.61421 0.81744 -5.77474
H 0.47497 0.77763 -5.75632
H 6.71496 2.08603 -3.18784
H -2.25584 -7.45446 -2.52376
H 0.54187 5.27780 -0.86445
H -4.20421 3.95383 -6.56497
H 3.08859 -5.82077 2.82682
N -3.72816 -9.09648 -0.81798
H -0.65121 1.21933 -0.80627
C -4.67673 -2.30767 -0.87588
H -4.37229 -6.96730 0.57730
H -5.46918 -4.73183 -3.34151
N 4.75813 4.66879 -2.15295
C -2.75657 -7.03664 -1.67526
H -1.63892 5.14188 0.74077
C 4.14810 -1.42243 4.04019
C 1.77716 6.54090 1.14253
H 7.99274 4.08713 -3.06254
C 4.70406 -0.99614 0.26319
H -4.79211 -2.85189 -4.72161
H 1.55787 8.87956 -0.18784
C 0.98110 3.14951 2.69167
C 4.66213 -8.08295 -1.44056
H 3.91764 -1.72089 0.51735
C 7.11871 4.03596 -2.43329
C 4.00454 1.00758 4.40455
C -4.40514 -2.95602 -3.71820
H 2.47214 -0.95234 1.92804
H -5.85176 2.87378 -3.30621
H 0.18175 -7.00059 -1.95580
H 3.58078 -4.07752 0.39716
H -0.82161 3.42365 -0.84083
H -6.19838 -1.08782 -3.03096
O -0.88744 5.40576 1.31000
H 1.44985 -3.11776 -6.75881
H 5.33603 1.34322 -1.29941
C 4.06161 -0.04147 3.26026
H -2.73152 -0.09231 -1.17521
C -3.35803 -7.37583 0.75852
O 0.74638 -2.77388 5.30123
C 2.23038 -6.15764 2.21605
C 4.33225 -2.54061 3.02426
H 7.68764 2.11257 -1.71128
C -1.27905 7.49620 2.25594
H -1.10629 4.22669 -4.41641
H 3.41555 -2.53339 2.44731
H -6.39289 -3.21646 -3.02392
C 2.32286 -5.87458 0.66948
C 2.79740 0.03439 2.32701
H -1.94733 2.76237 -2.62184
H 2.00948 0.59848 2.80274
H 0.98414 8.82156 2.37820
O 2.21858 -1.40942 -4.15126
C 1.19663 -0.58912 -1.15488
C 6.80318 2.57438 -2.22305
H 1.35774 6.76521 -1.54430
H 5.90039 3.50472 -4.76828
H -0.41356 6.63173 -1.47264
H -6.70236 -1.62980 -1.38207
C -5.05097 -0.65235 3.52633
C 4.35318 3.26199 -1.90712
H -2.18494 0.91899 2.26759
C -5.67943 2.93228 -4.38577
H -3.72598 -6.67844 -1.99233
C 7.03851 -0.71343 1.07259
H 0.20851 -5.54677 0.18529
H -3.55532 -1.47846 0.89173
H 0.69855 3.04845 -1.48352
H 6.06292 1.72794 1.98387
H 3.74772 3.53844 0.25258
H -0.11720 -4.23599 7.57086
H -1.18007 0.75369 5.16242
H 4.44167 -8.93970 -0.74572
H -4.35066 4.91700 -3.86941
C -0.18446 -4.13285 -4.86218
O -1.03139 1.87360 -4.90506
H 7.33140 4.39333 -1.42102
H 4.81870 -6.94347 1.54677
C -0.61488 7.00127 3.54045
H -0.62612 0.77282 -3.24098
H 0.23094 -0.85988 5.68705
H 7.47151 -1.63105 0.66055
H 3.61571 4.92373 -3.70814
H -1.15685 -3.96988 -5.32434
O 3.69817 5.31391 -2.79089
H -4.43275 0.18305 3.12160
H -3.04025 3.88842 1.96802
H 0.25634 -4.89427 -5.50561
C 5.87799 4.54659 -4.52073
H -4.53012 4.87914 2.10684
C -3.70701 3.09219 -6.07580
H 1.76994 5.42344 1.14205
H 0.53793 -2.11094 1.17080
H 0.68309 -0.97820 -2.02796
C 0.55893 -2.80872 -4.93434
C -1.67463 1.30292 4.36422
H -2.10463 -0.52706 3.28895
H -0.66810 0.39258 2.70221
H 2.65321 2.44917 -0.62870
H -3.37321 -1.99975 3.83395
H -0.95088 6.05177 3.98127
C -1.02383 9.00478 2.03719
C 0.55004 -2.90302 3.92431
N -3.78509 -1.57401 -1.84239
H -2.92800 0.05900 -3.85532
H -1.80292 -8.40775 -0.23301
H 1.32724 -5.68944 2.62385
H -2.02269 -1.45019 -3.73052
H 1.96919 6.80772 2.18006
H 5.51989 -2.97058 1.26453
H 7.27773 6.52718 -3.38376
N 0.89315 -2.38173 -6.32195
H -3.20220 -1.25842 -5.04184
C -4.16059 3.03150 -4.60366
H 0.51570 4.25868 -3.70911
N -3.34067 4.62371 -0.30815
H -1.18991 -3.46642 8.69833
*
```

HOMO level in hartree: -0.304
Calculated total energy in hartree: -4738.2225
Energy relative to the best compared isomer or geometry (same formula, charge and spin) in kcal/mol: 0.0

Löwdin population analysis, charges in e, atoms 1 to 2: number 1, C, carries -0.514; number 2, H, carries 0.069

---

Below is a structure of composition C30H45FGeN3O2SeV, with properties calculated with ωB97M-V/def2-TZVPD.

Geometry as ORCA input:
```
! wB97M-V def2-TZVPD RIJCOSX def2/J DEFGRID3
* xyz 1 4
C -8.51086 8.15469 5.49285
N -15.09580 8.74092 4.76595
H -16.18165 5.62768 6.61672
H -15.68281 5.52458 4.16958
C -16.50063 13.74681 2.18061
H -12.17209 16.36053 2.99642
H -10.88128 15.63993 1.20453
C -15.80814 13.16197 3.25522
H -15.35981 14.99088 -0.86075
H -11.26453 7.71497 8.55346
F -12.65057 11.38827 1.49569
H -14.24391 14.86867 0.57309
H -19.06470 15.20537 4.04393
C -15.74265 7.72557 6.79779
C -16.31847 12.11549 6.88152
H -15.51036 12.65345 -1.01994
H -11.15489 9.24854 1.81582
C -17.65423 14.44491 2.49902
H -11.05805 13.21879 0.32939
C -12.30000 15.33032 2.67097
H -18.32794 11.83058 1.38033
H -14.77988 12.05382 5.36471
H -10.61056 8.13979 3.09992
H -14.12599 13.60865 7.32289
C -13.35711 14.54170 3.19994
H -18.93413 10.23077 4.00496
C -16.14918 13.76959 0.69655
N -19.78077 11.26258 2.84061
H -8.65984 10.44423 7.70518
H -17.18001 13.79386 0.25556
C -18.66771 10.97289 1.96620
H -14.47010 12.34971 0.38442
C -9.63507 10.49370 7.20048
H -9.66496 7.18509 8.66420
H -15.24613 9.83912 6.56692
C -11.53756 14.86612 1.63753
H -10.42029 10.89787 7.89271
C -13.53796 13.22638 2.75648
H -18.15153 14.94225 1.70515
H -15.73248 11.58042 7.60924
C -12.58080 12.76556 1.80460
C -15.16470 7.58815 4.10452
C -16.25948 13.32050 4.58403
H -10.69022 6.48760 7.46383
C -10.44818 7.41414 7.94904
H -8.62296 7.11106 5.10585
V -14.57777 10.34397 3.33749
H -16.93748 11.39180 6.37620
H -12.28498 8.00089 2.49726
C -15.30312 15.00678 0.23417
C -17.38615 14.08532 4.81956
H -11.80146 7.65729 5.03768
C -17.56450 10.32093 2.77983
H -18.93471 10.20652 1.22479
H -19.71513 12.16696 3.29888
H -14.99515 7.62442 3.05657
C -11.73375 8.61368 5.54902
H -13.79133 14.12668 5.69262
H -17.51275 14.32473 5.85434
C -15.46905 12.82807 5.78157
O -17.96708 9.92672 3.96918
C -15.33371 8.86205 6.08829
C -15.53886 6.42400 4.72853
C -11.64242 13.53640 1.18535
N -14.59294 12.41872 3.07066
H -9.58943 11.14321 6.35908
C -14.61884 13.91181 6.37153
H -14.08626 14.97405 3.87748
H -16.04613 11.58816 0.31215
H -16.93280 12.86440 7.40090
H -15.72734 15.91899 0.63313
Se -11.97798 9.99309 4.03884
H -7.57267 8.16951 6.15725
H -15.22004 14.85986 6.55057
C -11.48821 8.67178 2.68296
O -16.44078 10.09244 2.33896
H -16.08096 7.86798 7.81305
C -15.84361 6.49623 6.07201
H -8.31070 8.89020 4.71552
H -12.62537 8.71605 6.18536
C -15.51717 12.49464 0.06720
C -18.16524 14.62180 3.80419
Ge -10.01899 8.73019 6.57668
H -20.73776 11.24670 2.45553
*
```

HOMO level (spin up / spin down) in hartree: -0.348 / -0.351
Calculated total energy in hartree: -7006.9157
Energy relative to the best compared isomer or geometry (same formula, charge and spin) in kcal/mol: 15.0

Löwdin population analysis, charges in e, atoms 1 to 2: number 1, C, carries -0.231; number 2, N, carries -0.057

---

Below is a cluster of 2 separate species, C6H10N5 in total, with properties calculated with ωB97M-V/def2-TZVPD.

Geometry as ORCA input:
```
! wB97M-V def2-TZVPD RIJCOSX def2/J DEFGRID3
* xyz 1 1
C 1.39464 0.29150 -1.58282
H -1.14077 -4.07677 0.13481
N -1.25230 -0.79949 0.75634
C -0.95287 -1.92853 0.12188
C -1.79130 -3.20389 0.30789
H -1.79877 0.87116 1.95117
N 1.95335 3.54833 0.34639
C 0.43917 -0.49023 -0.74272
H 2.30986 -0.30235 -1.74340
H 0.51828 -2.58177 -1.31307
H -1.95493 -3.51006 1.34754
H -2.78983 -3.00819 -0.15198
H 3.04490 5.32544 -0.13661
H -1.21873 2.46856 2.19309
N -0.37229 0.17248 0.24650
C -0.39254 1.38398 0.66372
N -1.17956 1.67412 1.64942
N 2.58474 4.46525 0.15872
H 1.56953 1.17641 -0.95129
H 0.86134 0.30726 -2.56256
C 0.16808 -1.78320 -0.69304
*
```

HOMO level (spin up / spin down) in hartree: -0.419 / -0.419
Calculated total energy in hartree: -507.9582
Energy relative to the best compared isomer or geometry (same formula, charge and spin) in kcal/mol: 133.2

Löwdin population analysis, charges in e, atoms 1 to 2: number 1, C, carries -0.025; number 2, H, carries 0.081

---

Calculated max |F|, 2.8; 2.0; 5.6 eV/A (same order as the records).